[1]
Molecular formula: C42H51F23N3O19
Method: DFT, ωB97M-V/def2-TZVPD

Output
orbital gap = 6.56 eV
HOMO level = -5.1 eV
strongest force on any atom = 2.0 eV Å⁻¹
net charge = -1
lowest unoccupied orbital energy = 1.42 eV

Each line ends with the Löwdin charge.
Atoms and positions in Å:
O 0.57347 3.53690 -1.35893  -0.053
C 0.19900 3.05200 -2.45311  -0.690
O 0.85536 3.19091 -3.51240  -0.052
C -1.12473 2.27136 -2.56166  -0.245
C -0.87042 0.73103 -2.52410  -0.143
C -0.55773 0.26742 -1.08050  -0.182
C 0.18454 -1.11132 -1.03922  -0.231
N 1.30671 -1.05758 -0.07697  -0.048
C 2.48350 -1.83669 -0.51188  -0.166
C 3.69994 -0.99109 -0.88640  -0.143
C 4.94340 -1.18544 -0.29090  -0.070
C 6.03370 -0.43239 -0.67771  -0.102
C 5.93771 0.52882 -1.67000  -0.084
C 4.70362 0.74768 -2.26154  -0.005
C 3.60844 -0.00884 -1.87055  -0.258
O 2.41277 0.25509 -2.50825  0.029
N -2.05836 2.59699 -1.48208  0.042
N -3.17022 3.42000 -1.91073  0.045
C -3.78987 3.93600 -0.72552  -0.443
O -3.95086 5.10348 -0.52072  0.174
F -4.24749 3.07112 0.21717  0.107
C -4.11963 2.65163 -2.66048  -0.453
O -4.96199 1.93984 -2.20683  0.179
F -3.98468 2.76116 -3.98808  0.137
H -1.52655 2.48448 -3.56109  0.137
H -0.04901 0.53801 -3.22879  0.108
H -1.77361 0.20967 -2.88210  0.111
H -1.50457 0.19700 -0.52882  0.099
H 0.08539 1.00413 -0.57253  0.103
H 0.49458 -1.35431 -2.06229  0.099
H -0.57161 -1.87110 -0.75750  0.109
H 0.95902 -1.55697 0.73544  0.097
H 2.22614 -2.44032 -1.40198  0.117
H 2.82355 -2.54751 0.25941  0.110
H 5.08031 -1.92880 0.49075  0.106
H 7.01417 -0.55877 -0.21648  0.086
H 6.77773 1.12539 -2.02318  0.101
H 4.56252 1.49078 -3.04632  0.125
H 1.94416 0.92055 -1.97938  0.101
H -1.58250 2.98011 -0.66896  0.129
C 12.88623 0.33540 1.84863  -0.064
C 12.17490 1.10433 0.75516  -0.180
O 11.63502 0.20700 -0.23118  0.037
C 10.46265 -0.34525 0.06541  -0.394
O 9.84107 -0.15766 1.06720  0.175
C 9.99305 -1.23215 -1.09261  -0.544
F 10.98280 -2.00353 -1.57280  0.155
F 9.54414 -0.49454 -2.11657  0.169
F 9.00584 -2.04366 -0.72450  0.166
H 13.63711 -0.31890 1.43219  0.048
H 13.36152 1.01998 2.55276  0.096
H 12.18605 -0.29348 2.39765  0.082
H 12.88229 1.74546 0.23128  0.125
H 11.39337 1.74909 1.15719  0.127
C -7.01334 4.16148 1.09481  -0.056
C -7.69217 4.49847 2.40380  -0.186
O -9.08328 4.11195 2.38275  0.034
C -9.33984 2.83989 2.64950  -0.404
O -8.52847 2.00042 2.90140  0.175
C -10.85365 2.60004 2.63557  -0.534
F -11.45132 3.18450 1.58962  0.165
F -11.43677 3.09195 3.74052  0.162
F -11.15130 1.29888 2.57977  0.155
H -7.55355 4.60868 0.25842  0.090
H -5.98950 4.52819 1.08952  0.065
H -6.99524 3.08465 0.92653  0.083
H -7.67897 5.57560 2.56161  0.125
H -7.18102 4.04125 3.25071  0.127
C 2.51238 5.59548 -2.40354  -0.064
C 3.02477 7.00691 -2.59514  -0.189
O 4.01933 7.34708 -1.59711  0.033
C 5.25331 6.94055 -1.83632  -0.413
O 5.61832 6.32481 -2.79432  0.165
C 6.18391 7.41901 -0.71483  -0.538
F 5.65237 7.22993 0.49980  0.161
F 6.44484 8.73425 -0.83032  0.151
F 7.35660 6.78217 -0.73362  0.160
H 2.14267 5.45679 -1.38910  0.075
H 1.70833 5.35708 -3.09657  0.070
H 3.31854 4.87751 -2.55289  0.082
H 2.20934 7.71746 -2.46346  0.119
H 3.42604 7.15830 -3.59806  0.119
C 8.71959 -6.81288 -2.68074  -0.061
C 8.14162 -6.39038 -1.34656  -0.202
O 7.25304 -5.27378 -1.50335  0.032
C 6.01154 -5.56317 -1.88235  -0.390
O 5.59162 -6.66117 -2.09888  0.168
C 5.17802 -4.27955 -1.95793  -0.532
F 5.83855 -3.29248 -2.56627  0.179
F 4.85305 -3.84839 -0.72785  0.148
F 4.04091 -4.45998 -2.62900  0.173
H 9.20026 -5.96651 -3.17332  0.083
H 9.45384 -7.60728 -2.54538  0.080
H 7.93818 -7.17381 -3.34986  0.077
H 8.93952 -6.05415 -0.68621  0.124
H 7.63494 -7.21703 -0.84830  0.124
C -12.00013 -1.93317 2.30586  -0.059
C -12.67383 -1.59263 3.61797  -0.193
O -14.06028 -1.98638 3.59622  0.030
C -14.31043 -3.26228 3.86514  -0.400
O -13.49222 -4.09455 4.11730  0.175
C -15.82311 -3.50939 3.85067  -0.538
F -16.41686 -2.92469 2.80017  0.155
F -16.40594 -3.01933 4.95579  0.164
F -16.11851 -4.80675 3.79720  0.172
H -12.54571 -1.49181 1.47038  0.084
H -10.97552 -1.56309 2.29316  0.083
H -11.98080 -3.01110 2.14236  0.079
H -12.66185 -0.51527 3.77087  0.114
H -12.15761 -2.04439 4.46465  0.128
C 18.02074 -4.72600 1.78648  -0.060
C 17.44083 -4.34305 3.13154  -0.199
O 16.53826 -3.23030 3.00397  0.033
C 15.30073 -3.52614 2.61948  -0.391
O 14.89248 -4.62074 2.37574  0.178
C 14.44814 -2.25333 2.57646  -0.526
F 15.10425 -1.22203 1.98907  0.120
F 14.11258 -1.84344 3.80684  0.175
F 13.31554 -2.43903 1.90644  0.167
H 18.49184 -3.86294 1.31404  0.084
H 18.76321 -5.51551 1.90112  0.082
H 17.24227 -5.07856 1.10965  0.079
H 18.23583 -4.01496 3.79908  0.125
H 16.94372 -5.18680 3.60971  0.126
C -17.21934 -0.16189 1.15399  -0.063
C -17.92183 0.64071 0.07996  -0.195
O -18.51102 -0.22530 -0.90752  0.034
C -19.69623 -0.73883 -0.59895  -0.398
O -20.29638 -0.54192 0.41470  0.172
C -20.21388 -1.59466 -1.76113  -0.543
F -19.25987 -2.39060 -2.26065  0.165
F -20.65400 -0.82254 -2.76664  0.163
F -21.22550 -2.37605 -1.38716  0.170
H -16.48881 -0.83920 0.70967  0.083
H -16.70789 0.49910 1.85354  0.086
H -17.92667 -0.77508 1.71230  0.074
H -17.20168 1.26176 -0.45013  0.125
H -18.67347 1.30695 0.50306  0.125

[2]
Molecular formula: C42H53ClF4N7OPtSeSi3
Method: DFT, ωB97M-V/def2-TZVPD

Output
orbital gap (alpha / beta) = 5.68 / 5.67 eV
HOMO level (alpha / beta) = -9.8 / -9.8 eV
strongest force on any atom = 1.4 eV Å⁻¹
net charge = +1
lowest unoccupied orbital energy (alpha / beta) = -4.13 / -4.14 eV
energy relative to the best compared isomer or geometry (same formula, charge and spin) = 38.1 kJ/mol

Each line ends with the Löwdin charge.
Atoms and positions in Å:
Pt 0.58736 0.05529 0.46377  0.819
C -2.19380 1.64587 0.18298  -0.089
O -1.12714 0.85272 -0.37145  -0.494
Si -1.18204 -0.11014 -1.80223  0.356
C -2.87423 -0.84624 -1.98949  -0.130
C -0.99076 1.11459 -3.19322  -0.135
C 0.25331 -1.16725 -1.26384  -0.561
Si -0.24420 -2.90883 -0.78415  0.456
C -0.83340 -3.93540 -2.23643  -0.158
C 1.09762 -3.92447 0.05525  -0.154
C -1.72127 -2.97888 0.46101  -0.195
Si 1.66481 -1.10211 -2.51587  0.401
C 2.99309 -2.40356 -2.21421  -0.176
C 2.49491 0.60692 -2.52101  -0.184
C 1.08566 -1.43480 -4.27149  -0.160
H -3.14407 1.13622 0.03262  0.058
H -2.20915 2.61567 -0.31618  0.096
H -2.01898 1.77380 1.24690  0.053
H -3.60880 -0.05785 -2.17145  0.052
H -3.21844 -1.41640 -1.12965  0.008
H -2.89357 -1.50353 -2.86233  0.048
H -1.76029 1.88136 -3.05921  0.049
H -1.16889 0.65719 -4.16695  0.042
H -0.02151 1.61137 -3.21366  0.022
H -0.02435 -4.11949 -2.94607  0.031
H -1.65807 -3.47008 -2.77821  0.028
H -1.17751 -4.91168 -1.88430  0.048
H 1.81243 -4.32010 -0.66469  0.027
H 0.62453 -4.78150 0.54173  0.044
H 1.65983 -3.38852 0.81913  0.008
H -2.66381 -3.13120 -0.06753  0.086
H -1.00185 -1.33239 1.54326  0.057
H -1.56013 -3.87174 1.07321  0.090
H 3.28670 -2.54572 -1.17545  0.008
H 3.88494 -2.12479 -2.78285  0.043
H 2.66495 -3.37240 -2.59714  0.037
H 2.28365 1.19714 -1.62533  -0.008
H 2.15245 1.19153 -3.37731  0.031
H 3.58005 0.51596 -2.62290  0.038
H 0.44703 -2.31710 -4.34095  0.028
H 1.96153 -1.61849 -4.89993  0.046
H 0.54905 -0.59374 -4.71001  0.018
F -6.92835 -2.61961 1.22356  0.136
C -6.16967 -3.38335 2.00357  -0.138
C -6.71362 -4.50134 2.53633  -0.141
F -7.97970 -4.78046 2.25403  0.137
C -5.97389 -5.39915 3.37359  -0.023
C -4.61654 -5.00468 3.60716  -0.141
C -4.08149 -3.88912 3.06492  -0.136
F -2.81322 -3.58913 3.36248  0.119
C -4.80910 -3.00303 2.21576  -0.048
C -4.23851 -1.86448 1.68002  -0.149
C -2.91500 -1.32272 1.92855  0.026
N -1.87232 -1.83555 1.36964  -0.038
C -4.97504 -0.90660 0.90757  -0.181
N -5.42443 -0.04064 0.29759  0.217
F -3.84856 -5.74644 4.39672  0.132
C -6.52368 -6.55230 3.90660  -0.132
C -5.78042 -7.48391 4.69184  -0.181
N -5.19067 -8.26647 5.29337  0.196
C -7.88454 -6.93740 3.71740  -0.181
N -8.96846 -7.30864 3.62079  0.200
Cl 3.15431 -2.83162 4.44312  0.753
C 3.32159 -1.98478 2.95710  -0.647
C 4.56133 -1.81971 2.35915  -0.053
C 4.62002 -1.11180 1.17254  -0.022
C 3.45736 -0.60679 0.61915  -0.122
N 2.26342 -0.78785 1.19617  -0.149
C 2.19447 -1.45755 2.35678  -0.197
H 5.44857 -2.23487 2.81730  0.125
H 5.56022 -0.95261 0.66375  0.127
H 3.46329 -0.05197 -0.30640  0.091
H 1.22159 -1.56661 2.81220  0.109
C 2.07041 1.97794 6.01171  -0.103
C 2.78638 3.10910 5.28187  -0.247
C 4.08114 2.66040 4.60782  -0.169
C 3.86174 1.76212 3.39542  -0.142
N 3.39409 2.50930 2.22736  0.008
C 2.14984 2.54542 1.72084  -0.598
Se 0.65886 1.62059 2.40936  0.785
N 2.14808 3.34686 0.64039  -0.001
C 0.99701 3.68090 -0.19948  -0.141
C 0.52399 5.12350 -0.06546  -0.171
C -0.15729 5.48086 1.25619  -0.235
C 0.79181 5.66107 2.43844  -0.089
C 3.43369 3.83169 0.43224  -0.140
C 3.96465 4.64093 -0.56517  0.010
C 5.31859 4.90704 -0.49204  -0.058
C 6.11673 4.38225 0.53391  -0.060
C 5.58834 3.56977 1.51911  0.006
C 4.22580 3.30612 1.44484  -0.138
H 1.20521 2.35284 6.55775  0.080
H 2.73551 1.49900 6.73306  0.080
H 1.70697 1.21330 5.32219  0.034
H 3.02393 3.90376 5.99104  0.114
H 2.11773 3.55836 4.53976  0.079
H 4.68719 2.10257 5.32713  0.124
H 4.67572 3.52559 4.30407  0.111
H 3.11844 0.99373 3.60300  0.077
H 4.78836 1.26854 3.09589  0.124
H 0.20653 2.98614 0.07555  0.060
H 1.28653 3.46414 -1.22958  0.126
H -0.17736 5.28186 -0.88874  0.120
H 1.35793 5.80942 -0.24103  0.108
H -0.91344 4.72565 1.49250  0.103
H -0.69831 6.41664 1.10365  0.111
H 1.20641 4.71537 2.78809  0.028
H 0.27181 6.10981 3.28451  0.081
H 1.62397 6.31871 2.17599  0.083
H 3.35429 5.04322 -1.36150  0.118
H 5.77526 5.53541 -1.24409  0.114
H 7.17143 4.61930 0.55314  0.113
H 6.20842 3.16527 2.30717  0.118

| no. | calculated total energy (eV) |
| --- | --- |
| 1 | -150258.960 |
| 2 | -172506.444 |